110
Properties=species:S:1:pos:R:3 method="wB97M-V/def2-TZVPD" e_lumo_ev=0.21 smiles="c1cc[nH]c1.c1cc[nH]c1.c1cc[nH]c1.c1cc[nH]c1.c1cc[nH]c1.NC(N)=O.NC(N)=O.NC(N)=O.CCCC#N.CCCC#N.CCCC#N" orbital_gap_ev=8.16 homo_ev=-7.95 energy_ev=-64235.7611
C 4.375 2.905 -2.241
C 5.625 3.493 -2.075
C 6.222 3.778 -3.322
N 5.234 3.452 -4.214
C 4.157 2.991 -3.562
H 3.605 2.668 -1.522
H 6.090 3.695 -1.122
H 7.102 4.318 -3.639
H 5.285 3.654 -5.202
H 3.230 2.756 -4.064
C -5.913 -2.324 -2.477
C -7.157 -2.765 -3.013
C -7.692 -3.641 -2.117
N -6.970 -3.623 -0.891
C -5.879 -2.820 -1.236
H -5.137 -1.798 -3.013
H -7.648 -2.446 -3.921
H -8.544 -4.290 -2.260
H -7.032 -4.269 -0.118
H -5.076 -2.696 -0.525
C -0.905 -6.537 -2.327
C -0.037 -6.916 -1.368
C 1.213 -6.838 -1.839
N 1.130 -6.278 -3.098
C -0.151 -6.220 -3.469
H -1.983 -6.497 -2.270
H -0.309 -7.253 -0.379
H 2.141 -7.152 -1.384
H 1.884 -5.764 -3.532
H -0.430 -5.730 -4.390
C 0.999 -1.730 9.705
C 1.666 -1.895 8.451
C 1.193 -0.921 7.635
N 0.219 -0.204 8.283
C 0.099 -0.701 9.567
H 1.178 -2.262 10.628
H 2.487 -2.530 8.152
H 1.353 -0.734 6.583
H -0.317 0.611 8.022
H -0.644 -0.178 10.151
C 4.670 4.436 5.561
C 3.480 3.734 5.796
C 3.046 3.203 4.622
N 3.954 3.529 3.618
C 4.992 4.171 4.200
H 5.132 5.088 6.287
H 2.969 3.655 6.745
H 2.274 2.532 4.274
H 3.840 3.280 2.646
H 5.816 4.410 3.544
N -0.119 -0.375 -0.964
C -0.023 -1.174 0.016
N -0.357 -2.379 -0.236
O 0.343 -0.867 1.133
H -0.492 -0.698 -1.845
H 0.045 0.605 -0.784
H -0.461 -3.009 0.547
H -0.560 -2.737 -1.158
N -3.660 0.601 -7.095
C -4.329 0.376 -8.181
N -5.184 1.316 -8.600
O -4.237 -0.687 -8.705
H -3.264 -0.161 -6.563
H -3.457 1.499 -6.681
H -5.256 2.029 -7.888
H -5.968 1.136 -9.212
N 3.139 -1.817 -5.823
C 1.860 -1.867 -6.145
N 1.719 -2.840 -7.069
O 1.045 -1.321 -5.457
H 3.867 -2.201 -6.409
H 3.264 -1.324 -4.951
H 2.499 -2.819 -7.711
H 0.758 -2.868 -7.377
C -6.614 -2.092 5.531
C -5.102 -1.864 5.797
C -4.278 -1.857 4.551
C -4.073 -3.142 3.906
N -3.855 -4.105 3.380
H -6.979 -2.981 6.046
H -6.971 -2.302 4.522
H -7.364 -1.405 5.921
H -4.738 -2.363 6.695
H -5.013 -0.832 6.136
H -3.294 -1.612 4.951
H -4.675 -1.133 3.839
C 6.572 -0.791 0.997
C 5.276 -1.330 1.441
C 5.057 -2.853 1.242
C 5.423 -3.327 -0.089
N 5.695 -3.705 -1.131
H 6.627 0.235 1.363
H 6.597 -0.758 -0.092
H 7.443 -1.329 1.371
H 4.531 -0.590 1.146
H 5.215 -1.187 2.520
H 4.014 -3.117 1.418
H 5.679 -3.323 2.003
C -2.293 10.241 -1.444
C -1.733 8.997 -0.817
C -1.584 7.774 -1.863
C -1.091 6.568 -1.196
N -0.771 5.660 -0.610
H -3.151 10.034 -2.084
H -1.547 10.610 -2.148
H -2.436 11.005 -0.681
H -2.387 8.576 -0.052
H -0.807 9.099 -0.251
H -0.879 7.959 -2.674
H -2.504 7.474 -2.366